# 1
{"formula": "C11H19N4", "method": "wB97M-V/def2-TZVPD", "charge": 1, "orbital_gap_ev": 8.546, "max_force_ha_per_bohr": 0.113, "e_above_lowest_kj_mol": 392.3, "species": ["H", "H", "H", "H", "H", "C", "H", "C", "H", "H", "C", "C", "C", "C", "H", "C", "H", "C", "N", "H", "N", "H", "H", "H", "N", "H", "C", "N", "C", "H", "H", "H", "C", "H"], "coordinates": [[2.121, -2.401, -0.116], [2.537, 0.520, 1.008], [3.129, 2.340, -0.592], [-2.710, -1.777, 1.395], [1.645, -2.014, -2.369], [-2.206, 2.655, -0.373], [1.298, 1.486, 1.896], [-1.415, -0.048, -0.430], [-4.233, 1.812, -0.507], [-0.111, 3.198, -0.320], [-2.761, 0.295, -0.443], [-3.114, 1.601, -0.430], [1.793, 1.345, 0.869], [-1.898, -2.388, 1.181], [-2.532, -2.391, -0.996], [0.887, -0.844, 0.169], [1.449, 0.715, -1.082], [-0.502, 1.009, -0.267], [0.904, 0.635, -0.133], [2.916, -0.904, -2.067], [-0.862, -1.296, -0.630], [3.117, 3.087, 0.995], [-2.429, 3.696, -0.274], [-1.047, -2.241, 1.770], [1.955, -1.215, -1.794], [0.788, -0.963, 1.254], [-1.575, -2.426, -0.253], [1.906, -1.493, -0.380], [2.474, 2.621, 0.325], [-3.414, -0.472, -0.513], [-2.235, -3.355, 1.480], [-0.887, -3.267, -0.485], [-0.818, 2.390, -0.317], [1.741, 3.427, -0.007]], "forces_ev_per_angstrom": [[0.37, -1.80, 0.78], [-0.04, 1.12, 0.22], [-1.14, 0.49, 1.37], [-1.05, 1.60, 0.62], [0.18, 0.65, 0.55], [1.89, -0.18, 0.24], [0.20, -0.16, -1.84], [1.32, 0.66, 0.05], [1.70, -0.06, 0.26], [0.11, -0.09, 0.18], [2.50, 0.82, -0.09], [-2.64, 1.78, -0.12], [0.68, -0.46, 1.49], [-1.03, -2.26, -0.15], [2.05, -0.75, 1.76], [-3.86, -0.03, 0.32], [-1.44, -0.40, 1.60], [0.05, 2.25, -0.34], [0.74, -0.85, -1.63], [-1.09, -0.86, 0.39], [4.16, 4.02, 0.21], [1.06, 0.44, 1.53], [-0.85, 0.30, -0.29], [1.30, 0.77, 0.95], [1.33, -0.01, -0.22], [-0.20, -0.22, -0.33], [-0.97, -1.06, -1.78], [0.98, 1.39, -2.89], [-1.34, -0.74, -3.30], [-2.40, -2.02, -0.24], [-0.39, -0.97, 0.30], [-0.96, 0.00, -0.13], [-2.22, -2.15, 0.08], [0.97, -1.21, 0.43]]}

# 2
{"formula": "C4H9NO2S", "method": "wB97M-V/def2-TZVPD", "charge": 0, "orbital_gap_ev": 4.723, "max_force_ha_per_bohr": 0.079, "e_above_lowest_kj_mol": 541.7, "species": ["H", "H", "H", "H", "O", "C", "C", "H", "H", "C", "S", "C", "O", "N", "H", "H", "H"], "coordinates": [[2.190, 1.867, -0.749], [1.154, -0.395, -0.227], [-0.689, 0.147, -1.616], [1.321, 0.710, 1.110], [-0.540, -0.671, 2.379], [-0.645, 0.530, 0.333], [-1.069, -0.801, 1.311], [0.946, -3.967, 0.770], [-1.072, 1.286, 0.986], [1.121, 1.707, -0.836], [0.812, 1.370, -2.532], [0.798, 0.576, 0.158], [-1.831, -1.620, 0.834], [-1.313, 0.429, -0.873], [0.371, -3.666, 0.398], [-2.165, -0.125, -0.839], [0.611, 2.624, -0.604]], "forces_ev_per_angstrom": [[0.37, 0.06, 0.08], [0.02, 0.39, -0.19], [-0.04, -0.78, -0.25], [-0.25, 0.23, -0.15], [0.95, 1.02, 0.38], [-0.81, 1.76, -1.46], [-1.36, -3.36, 1.80], [-0.14, 0.09, -0.11], [-0.11, 0.15, 0.19], [0.13, -0.16, -0.51], [-0.46, 0.04, 0.07], [1.22, -0.89, 0.59], [0.23, 0.99, -1.05], [0.46, -0.60, 0.40], [0.13, -0.07, 0.11], [-0.28, 0.59, -0.36], [-0.08, 0.54, 0.47]]}

# 3
{"formula": "C36H55BCaN7S8", "method": "wB97M-V/def2-TZVPD", "charge": 1, "orbital_gap_ev": 7.125, "max_force_ha_per_bohr": 0.016, "e_above_lowest_kj_mol": 0.0, "species": ["H", "H", "C", "H", "C", "H", "N", "C", "H", "C", "C", "H", "S", "H", "C", "C", "H", "H", "C", "S", "H", "H", "H", "H", "H", "C", "H", "N", "H", "C", "H", "C", "C", "H", "H", "C", "C", "C", "C", "N", "C", "H", "H", "H", "C", "H", "S", "C", "H", "S", "H", "C", "S", "S", "H", "H", "H", "H", "S", "C", "C", "H", "S", "C", "N", "C", "H", "H", "H", "H", "H", "H", "H", "N", "C", "C", "H", "C", "H", "C", "H", "Ca", "H", "H", "C", "H", "H", "C", "H", "C", "H", "H", "H", "C", "H", "H", "N", "C", "H", "H", "H", "C", "H", "C", "N", "B", "H", "C"], "coordinates": [[-1.499, 1.885, -4.666], [-1.520, 3.176, -3.475], [-6.993, 0.705, -2.203], [-3.209, -3.579, 4.049], [-0.586, -3.878, -4.405], [3.889, 1.451, 2.063], [-3.055, -2.511, -0.338], [-5.989, 0.927, -1.065], [-4.621, -3.357, -3.687], [-0.027, 2.355, 4.193], [2.283, -0.087, 3.567], [-6.864, -0.287, -2.642], [2.769, 2.113, -0.685], [-2.915, 2.964, -4.555], [3.931, 0.571, 1.426], [3.164, 3.708, 0.124], [-3.528, -5.636, -4.107], [-7.112, 2.478, -0.055], [-6.135, -5.743, 0.199], [1.969, 3.138, 2.508], [2.987, -0.731, 4.094], [-5.845, -4.431, -2.169], [-0.400, 3.504, 2.397], [-7.090, -6.215, -0.031], [-6.137, -1.099, -0.313], [-3.229, -3.019, 1.979], [-2.361, -5.833, -5.423], [-3.856, -0.214, -1.141], [-5.370, -6.183, -0.444], [0.324, 3.462, 3.208], [2.247, -4.373, -2.899], [-6.256, -0.080, 0.055], [-3.261, -5.300, -5.111], [0.854, -0.279, 5.159], [-5.556, 0.070, 0.879], [-2.558, -2.439, 0.896], [-6.128, 2.352, -0.509], [1.829, -3.914, -3.794], [-3.050, -3.778, -5.128], [-4.204, -3.051, -0.666], [-1.919, -3.444, -4.171], [-5.884, -5.970, 1.237], [-8.010, 0.780, -1.818], [5.002, 1.405, -0.239], [-6.239, -4.229, -0.044], [1.118, 4.261, 0.555], [-2.012, 2.169, 0.749], [-4.905, -3.591, 0.307], [-4.069, -5.570, -5.791], [1.333, -2.085, -1.459], [1.900, -4.606, -4.632], [-4.427, -3.598, 1.645], [2.452, -0.440, 1.783], [-0.414, 0.745, 3.407], [-7.401, -2.552, 0.720], [0.352, 4.420, 3.727], [-5.371, 2.539, 0.252], [0.548, -1.356, 3.786], [-0.274, 0.474, -2.556], [-1.953, 0.542, -2.332], [0.090, -2.705, -2.406], [-6.877, 1.448, -2.994], [-0.997, -1.751, 0.617], [-4.345, -3.082, -4.705], [-2.587, -0.366, -1.550], [-2.640, -2.970, 3.351], [-7.273, 0.050, 0.430], [3.922, 0.076, -0.676], [-4.711, 2.355, -3.078], [3.296, 4.419, -0.689], [-1.797, -3.862, -6.922], [2.560, 0.953, 3.722], [-2.627, -1.936, 3.706], [-1.246, -2.425, -2.231], [-1.193, 3.188, -0.260], [2.082, 4.229, 1.059], [-6.015, 3.104, -1.292], [0.877, -0.355, 4.072], [-6.620, -2.909, -1.729], [-2.145, 2.442, -3.989], [2.432, -3.030, -4.005], [0.284, 0.838, 0.139], [-2.428, -2.253, -6.548], [-0.359, -4.485, -5.272], [-4.579, 0.758, -1.608], [-3.495, -3.491, -7.223], [0.788, 2.186, 4.899], [0.410, -3.518, -3.556], [-4.228, -1.997, -4.738], [-2.763, 1.530, -2.983], [4.803, -0.026, 1.692], [-7.562, -4.410, -1.735], [-7.164, -3.843, 1.906], [-2.662, -3.319, -6.540], [-1.607, -3.323, 3.323], [-8.299, -4.068, 0.577], [-0.563, 3.884, -0.949], [-7.337, -3.634, 0.850], [-5.150, -3.368, -5.383], [4.114, 3.580, 0.645], [-0.916, 2.643, 4.750], [4.028, 0.958, -0.040], [-5.018, -4.076, 2.416], [-6.587, -3.977, -1.513], [-2.206, -2.759, -3.114], [-1.945, -1.689, -1.098], [2.347, 5.230, 1.398], [-4.068, 1.620, -2.612]], "forces_ev_per_angstrom": [[-0.01, 0.03, -0.02], [0.05, -0.01, -0.02], [0.06, -0.04, 0.03], [0.01, 0.00, 0.02], [0.15, 0.06, 0.15], [0.06, 0.01, 0.03], [0.10, -0.13, 0.73], [0.00, 0.00, 0.08], [-0.01, 0.05, -0.02], [-0.04, -0.21, -0.18], [0.04, -0.16, -0.22], [-0.03, 0.00, -0.02], [0.10, -0.07, 0.00], [0.00, 0.00, 0.01], [-0.11, -0.23, 0.01], [-0.18, -0.20, -0.03], [-0.01, -0.03, -0.01], [-0.01, 0.01, -0.03], [0.04, 0.09, -0.01], [-0.20, -0.08, -0.18], [0.01, 0.05, 0.04], [-0.04, 0.01, -0.02], [-0.08, 0.06, 0.05], [0.00, -0.02, 0.02], [0.00, 0.04, 0.02], [-0.09, 0.08, 0.05], [-0.02, -0.03, 0.00], [-0.29, -0.03, 0.19], [0.00, -0.03, 0.01], [0.34, 0.13, -0.10], [0.04, -0.01, -0.02], [0.09, 0.08, -0.13], [0.03, 0.08, 0.02], [0.04, -0.12, 0.02], [-0.02, -0.04, 0.03], [-0.46, -0.31, -0.39], [0.03, -0.08, -0.03], [0.00, -0.03, -0.03], [-0.08, -0.01, -0.02], [-0.14, -0.03, -0.34], [-0.02, -0.02, -0.02], [-0.02, -0.03, 0.00], [-0.01, 0.02, -0.02], [0.04, -0.07, -0.02], [-0.06, -0.04, -0.09], [0.00, 0.07, -0.05], [-0.63, -0.25, 0.22], [0.07, -0.04, 0.17], [0.01, -0.01, -0.01], [-0.08, -0.11, 0.48], [-0.01, 0.01, 0.00], [0.11, 0.08, -0.09], [0.03, 0.17, 0.01], [0.23, -0.10, -0.18], [-0.04, -0.05, 0.03], [-0.11, -0.02, 0.03], [0.03, 0.04, 0.05], [0.00, -0.04, 0.10], [-0.17, 0.20, -0.07], [-0.11, -0.17, -0.08], [-0.35, 0.33, 0.06], [-0.01, -0.02, -0.01], [0.54, 0.00, 0.24], [0.13, -0.04, 0.02], [0.01, 0.51, -0.26], [-0.01, 0.08, -0.06], [-0.01, 0.01, -0.01], [0.08, 0.02, -0.06], [-0.01, 0.03, 0.05], [0.10, 0.02, 0.03], [-0.01, 0.01, -0.03], [0.05, -0.01, 0.07], [0.02, -0.03, 0.04], [0.82, -0.20, -0.08], [0.12, 0.59, -0.37], [-0.01, -0.11, 0.35], [-0.02, 0.01, 0.02], [-0.18, 0.29, -0.11], [-0.02, -0.01, -0.05], [0.01, 0.05, 0.04], [0.02, -0.01, 0.01], [0.40, 0.02, 0.33], [-0.02, 0.00, -0.03], [0.00, 0.02, -0.02], [0.10, -0.02, -0.02], [0.01, -0.01, -0.02], [-0.05, 0.04, 0.08], [-0.13, -0.16, -0.08], [-0.03, 0.01, 0.02], [-0.24, 0.06, 0.09], [0.05, 0.07, 0.01], [0.00, -0.01, 0.02], [-0.04, -0.01, 0.01], [0.01, 0.00, 0.07], [-0.01, -0.02, 0.05], [0.00, -0.01, 0.02], [0.08, -0.22, 0.03], [0.06, 0.03, -0.02], [0.01, 0.00, -0.02], [0.05, 0.06, -0.05], [0.04, 0.02, 0.07], [-0.23, 0.14, -0.03], [-0.01, 0.00, -0.01], [0.07, 0.00, 0.12], [-0.42, 0.04, 0.02], [0.26, -0.08, -0.51], [0.00, 0.04, -0.11], [0.19, -0.06, -0.08]]}